{
  "formula": "C3H9AgI3N3O6",
  "method": "the ωB97M-V functional and the def2-TZVPD basis",
  "elements": ["Ag", "I", "I", "I", "C", "N", "O", "O", "H", "H", "H", "C", "N", "O", "O", "H", "H", "H", "C", "N", "O", "O", "H", "H", "H"],
  "xyz": [[-0.9405, 0.7961, 2.1475], [-3.3014, 2.4275, 1.6728], [-1.9481, -1.7389, 3.3020], [0.5220, 1.9067, 4.1985], [1.2855, 1.8873, -1.8861], [1.2400, 2.5349, -0.5014], [0.4865, 2.0462, 0.4221], [1.9762, 3.4837, -0.3213], [0.8881, 2.6633, -2.5404], [0.6712, 0.9869, -1.8879], [2.2678, 1.4892, -2.1405], [1.8590, -2.3335, 0.4543], [1.7699, -1.4320, 1.6040], [1.0249, -0.4394, 1.5672], [2.4814, -1.6792, 2.5458], [2.9124, -2.4168, 0.1866], [1.3741, -1.8551, -0.3966], [1.4498, -3.3125, 0.7040], [-2.8729, -0.5917, -1.5600], [-1.5404, -0.9518, -0.9665], [-0.6932, -1.5374, -1.6990], [-1.3305, -0.5975, 0.1497], [-3.2681, -1.2783, -2.3087], [-2.7350, 0.3938, -2.0048], [-3.5788, -0.4513, -0.7415]],
  "spin_multiplicity": 3,
  "homo_ev": [-9.122, -8.801],
  "s_squared": 2.0332,
  "e_tot_ha": -1775.14789,
  "e_lumo_ev": [-0.72, -3.46]
}

***

{
  "formula": "C3H9B4Br2O7",
  "method": "the ωB97M-V functional and the def2-TZVPD basis",
  "elements": ["C", "C", "Br", "C", "Br", "B", "O", "B", "O", "B", "O", "B", "O", "O", "O", "H", "H", "H", "H", "H", "H", "H", "H", "O", "H"],
  "xyz": [[-1.1447, -2.3694, -0.4836], [-0.4214, -2.5886, 0.9708], [0.0559, -4.5696, 1.0630], [0.9918, -1.7835, 1.1760], [2.5617, -2.8464, 0.4247], [0.9796, -0.2135, 0.6876], [1.3708, 0.8303, 1.7001], [0.1792, 1.6946, 1.8148], [-0.4541, 2.2674, 0.5999], [0.3447, 1.7380, -0.5579], [0.8056, 2.7374, -1.5756], [0.7509, 2.1506, -2.9393], [1.8586, 2.3765, -3.8923], [-0.4509, 1.3519, -3.3542], [0.6644, 0.2895, -0.6640], [-0.4334, -2.0377, -1.3517], [-1.6189, -3.4122, -0.8189], [-2.0647, -1.6408, -0.3211], [-1.1804, -2.4222, 1.8523], [1.1934, -1.7654, 2.3524], [-0.2644, 1.8718, 2.8976], [2.1722, 1.4449, -4.1352], [-1.2664, 1.9594, -3.3999], [-1.9466, 2.1778, 4.0045], [-2.6828, 2.7595, 3.9501]],
  "homo_ev": -2.637,
  "e_tot_ha": -5894.14521,
  "charge": -1,
  "e_lumo_ev": 1.85,
  "e_above_lowest_kj_mol": 317.1
}

***

{
  "formula": "C3H9BIOPS",
  "method": "the ωB97M-V functional and the def2-TZVPD basis",
  "elements": ["O", "P", "B", "S", "C", "C", "C", "I", "H", "H", "H", "H", "H", "H", "H", "H", "H"],
  "xyz": [[-0.5944, 1.9418, 2.3846], [-1.7346, 1.9682, 1.2445], [-1.0208, 0.9305, -0.2203], [-1.0862, 1.4071, -2.0360], [-0.3195, -0.5259, 0.1987], [1.3188, -0.4464, 0.2231], [1.9237, -1.5455, -0.8518], [1.9646, -3.5838, -0.0035], [-2.8773, 1.1955, 1.7449], [-2.0802, 3.3233, 0.8876], [-1.9137, 0.4267, -2.6659], [-0.6548, -1.3803, -0.5629], [-0.6740, -0.7954, 1.2983], [1.6724, -0.7832, 1.3110], [1.7498, 0.6275, -0.0576], [1.2630, -1.4906, -1.8285], [3.0633, -1.2696, -1.0662]],
  "smiles": "O=[PH2]B(S)CCCI",
  "homo_ev": -9.418,
  "e_tot_ha": -1256.94744,
  "e_lumo_ev": -1.31
}

***

{
  "formula": "C3H9BNO2",
  "method": "the ωB97M-V functional and the def2-TZVPD basis",
  "elements": ["B", "C", "C", "C", "N", "O", "O", "H", "H", "H", "H", "H", "H", "H", "H", "H"],
  "xyz": [[-1.7342, -0.5978, 1.5691], [0.5991, 1.9471, -0.7248], [0.4111, 0.4393, -0.9720], [0.7369, -0.4601, -0.0965], [0.5614, -1.8792, -0.2626], [-1.1970, -1.6588, 1.4306], [-1.9346, 0.6032, 1.8011], [-0.0391, 2.4795, -1.4192], [1.6189, 2.3204, -0.8705], [0.1638, 0.2011, -1.9580], [1.1925, -0.1805, 0.7873], [-0.0888, -2.2069, 0.5888], [0.0389, -2.1475, -1.0823], [1.5828, -2.3190, -0.1967], [0.4044, 2.2396, 0.2395], [-2.3162, 1.2196, 1.1662]],
  "spin_multiplicity": 3,
  "homo_ev": [-9.881, -16.611],
  "s_squared": 2.0057,
  "e_tot_ha": -349.41088,
  "charge": 1,
  "e_lumo_ev": [-3.41, -6.97],
  "e_above_lowest_kj_mol": 129.6
}

***

{
  "formula": "C3H9BO2",
  "method": "the ωB97M-V functional and the def2-TZVPD basis",
  "elements": ["C", "C", "C", "B", "O", "O", "H", "H", "H", "H", "H", "H", "H", "H", "H"],
  "xyz": [[1.7409, -0.2790, 0.2468], [0.1346, 0.1303, 0.4967], [-0.0450, 1.6724, 0.4022], [-0.8768, -0.7468, -0.4279], [-1.2423, -2.0971, 0.0160], [-1.4945, -0.1720, -1.4281], [2.3219, -0.2174, 1.2549], [2.2321, 0.2860, -0.5421], [1.6665, -1.3143, 0.0048], [0.0863, -0.4489, 1.4426], [-1.0382, 2.0342, 0.7728], [0.6786, 2.2795, 0.9226], [-0.1380, 2.0489, -0.6897], [-1.9275, -2.5577, -0.4973], [-2.0987, -0.6181, -1.9744]],
  "smiles": "CC(C)B(O)O",
  "homo_ev": -10.373,
  "e_tot_ha": -295.10170,
  "e_lumo_ev": 0.29,
  "e_above_lowest_kj_mol": 1.2
}

***

{
  "formula": "C3H9BOS",
  "method": "the ωB97M-V functional and the def2-TZVPD basis",
  "elements": ["C", "C", "C", "B", "O", "S", "H", "H", "H", "H", "H", "H", "H", "H", "H"],
  "xyz": [[0.2019, 1.2908, 1.5992], [0.7376, 0.0198, 0.9525], [0.4163, 0.2112, -0.5846], [-0.1012, -1.1120, -1.2960], [0.3724, -2.3067, -1.3625], [-2.3010, -0.8474, -1.8391], [-0.8260, 1.1312, 1.7129], [0.3279, 2.2208, 1.0837], [0.7112, 1.4509, 2.5805], [1.8903, -0.0538, 1.0607], [0.1264, -0.7616, 1.4539], [-0.4483, 0.9802, -0.6464], [1.3833, 0.6236, -1.0095], [0.1672, -3.2251, -1.3802], [-2.6580, 0.3782, -2.3250]],
  "smiles": "CCCB(O)S",
  "homo_ev": -8.571,
  "e_tot_ha": -617.97885,
  "e_lumo_ev": 0.29,
  "e_above_lowest_kj_mol": 121.2
}